Formula: C4H16O10
Source: OMol25
Level of theory: ωB97M-V with the def2-TZVPD basis set

LUMO, eV: 5.5
Kohn-Sham gap, eV: 7.81
Spin multiplicity: 1
HOMO energy, eV: -2.310
Relative energy (zero: lowest compared OMol25 entry of this formula, charge and spin), kcal/mol: 37.33
Charge: -2

Each line ends with the natural charge from an NBO analysis.
Geometry (Å):
O 0.482 1.475 -1.096  -0.8105
C 0.166 0.286 -0.915  0.7791
O 0.577 -0.762 -1.472  -0.8419
C -0.831 -0.023 0.224  -0.5433
C -0.147 -0.326 1.579  -0.5177
C -0.958 -0.207 2.881  0.7804
O -0.346 -0.365 3.933  -0.7494
O -2.212 0.017 2.718  -0.8383
H -1.512 0.823 0.449  0.2080
H -1.429 -0.868 0.003  0.2187
H 0.871 0.258 1.551  0.1949
H 0.412 -1.259 1.664  0.2032
H 2.982 0.614 -0.104  0.4701
H 3.098 1.647 -1.034  0.4889
O 3.622 1.338 -0.256  -0.9632
H -3.327 -0.630 1.824  0.5118
H -3.761 -0.205 0.457  0.4475
O -3.896 -0.944 1.047  -1.0177
H 0.114 3.093 2.106  0.4764
H 0.726 3.073 0.682  0.5045
O 0.589 3.630 1.462  -0.9832
H -1.367 -0.847 -2.865  0.5043
H -1.217 0.781 -3.063  0.4935
O -1.544 -0.058 -3.367  -0.9992
H 3.135 -0.931 -1.754  0.4817
H 2.057 0.033 -2.620  0.5216
O 2.944 -0.207 -2.337  -1.0159
H 0.429 -3.526 -1.207  0.4550
H 0.362 -2.531 -0.121  0.4960
O -0.020 -3.381 -0.369  -0.9557

Formula: C5H8O
Source: OMol25
Level of theory: ωB97M-V with the def2-TZVPD basis set

LUMO, eV: 1.1
Kohn-Sham gap, eV: 9.54
Spin multiplicity: 1
HOMO energy, eV: -8.468
Relative energy (zero: lowest compared OMol25 entry of this formula, charge and spin), kcal/mol: 37.47

Each line ends with the natural charge from an NBO analysis.
Geometry (Å):
C -1.533 -0.002 -0.438  -0.6004
C -0.431 0.067 0.470  -0.2843
C 0.578 1.177 0.215  -0.3167
C 1.747 0.628 -0.162  0.1375
O 1.775 -0.724 -0.282  -0.4946
C 0.524 -1.155 0.290  -0.0656
H -2.184 -0.831 -0.343  0.2108
H -2.199 0.849 -0.151  0.2099
H -1.236 -0.062 -1.508  0.2124
H -0.764 0.093 1.454  0.2044
H 0.475 2.260 0.300  0.2226
H 2.545 1.190 -0.566  0.1944
H 0.117 -1.824 -0.532  0.1829
H 0.586 -1.664 1.253  0.1867

Formula: C24H28AsCl3GeN3OS3W
Source: OMol25
Level of theory: ωB97M-V with the def2-TZVPD basis set

LUMO (alpha / beta), eV: -12.8 / -13.4
Kohn-Sham gap (alpha / beta), eV: 6.11 / 5.50
Spin multiplicity: 2
HOMO energy (alpha / beta), eV: -18.900 / -18.900
Charge: +4

Each line ends with the Löwdin spin population.
Geometry (Å):
W -1.447 0.428 -0.783  0.0017
C -1.966 -3.098 1.833  0.0000
C -1.997 -2.200 0.639  0.0001
N -1.142 -1.165 0.550  0.0002
N -0.003 -1.330 1.341  0.0015
C 1.013 -0.688 0.930  0.0037
S 0.906 0.482 -0.393  0.0027
S 2.599 -0.799 1.657  0.0288
C 2.368 -2.226 2.785  0.0382
C 3.705 -2.703 3.262  0.2667
C 4.568 -3.406 2.348  0.0997
C 5.769 -3.893 2.766  0.0480
C 6.156 -3.689 4.110  0.3200
C 5.309 -2.977 5.023  0.1363
C 4.105 -2.493 4.598  0.0273
C -2.897 -2.521 -0.430  0.0000
C -3.870 -3.539 -0.293  0.0000
C -4.509 -4.048 -1.393  0.0000
C -4.169 -3.602 -2.680  0.0000
C -3.216 -2.621 -2.869  0.0000
C -2.629 -2.058 -1.747  0.0000
O -1.774 -1.030 -1.884  0.0002
H -1.258 -2.770 2.581  0.0000
H -1.741 -4.122 1.535  0.0000
H -2.967 -3.105 2.270  0.0000
H 1.882 -3.014 2.205  0.0119
H 1.732 -1.932 3.616  -0.0001
H 4.237 -3.553 1.328  0.0011
H 6.421 -4.436 2.096  -0.0011
H 7.103 -4.077 4.465  0.0119
H 5.640 -2.837 6.044  0.0034
H 3.453 -1.964 5.280  -0.0023
H -4.123 -3.914 0.688  0.0000
H -5.268 -4.808 -1.273  0.0000
H -4.672 -4.024 -3.541  0.0000
H -2.949 -2.263 -3.853  0.0000
S 1.170 2.088 -3.721  0.0000
C 0.995 3.549 -4.726  0.0000
N 1.945 4.506 -4.592  0.0000
C 1.996 5.606 -5.358  0.0000
C 1.038 5.805 -6.332  0.0000
C 0.052 4.847 -6.501  0.0000
C 0.034 3.706 -5.696  0.0000
H 2.667 4.372 -3.891  0.0000
H 2.811 6.291 -5.167  0.0000
H 1.082 6.691 -6.951  0.0000
H -0.700 4.972 -7.269  0.0000
H -0.709 2.935 -5.844  0.0000
Cl -0.654 4.479 -1.862  0.0000
Ge -0.421 2.422 -2.214  0.0000
Cl -2.390 1.653 -2.890  0.0000
Cl -3.655 0.445 -0.213  0.0001
C -3.131 1.816 2.549  0.0000
As -1.473 1.951 1.575  0.0000
C -0.147 1.523 2.917  0.0001
C -1.239 3.866 1.402  0.0000
H -2.995 2.385 3.470  0.0000
H -3.362 0.781 2.790  0.0000
H -3.947 2.248 1.975  0.0000
H -0.314 2.226 3.733  0.0000
H 0.859 1.660 2.529  0.0001
H -0.281 0.509 3.283  0.0000
H -1.354 4.260 2.412  0.0000
H -2.001 4.294 0.757  0.0000
H -0.249 4.109 1.023  0.0000

Formula: C4H8O7Tl
Source: OMol25
Level of theory: ωB97M-V with the def2-TZVPD basis set

LUMO, eV: -6.0
Kohn-Sham gap, eV: 8.02
Spin multiplicity: 1
HOMO energy, eV: -14.073
Relative energy (zero: lowest compared OMol25 entry of this formula, charge and spin), kcal/mol: 0.00
Charge: +1

Each line ends with the Löwdin charge.
Geometry (Å):
Tl 16.056 5.241 -11.375  1.4208
O 17.035 4.009 -10.201  -0.3775
H 17.162 3.282 -9.561  0.0353
O 15.580 9.099 -11.291  0.2452
C 15.811 7.827 -11.289  -0.8261
O 15.201 7.115 -10.512  0.0223
O 16.603 7.236 -12.038  0.0209
H 14.895 9.214 -10.628  0.1558
C 15.345 2.932 -14.995  0.0395
O 15.686 2.100 -13.876  0.0953
C 16.243 2.536 -12.831  -0.5195
O 16.558 3.708 -12.559  -0.0085
O 16.465 1.485 -12.032  0.0889
C 17.054 1.720 -10.792  -0.0612
H 14.373 3.381 -14.794  0.1087
H 15.161 2.184 -15.767  0.1169
H 16.076 3.698 -15.254  0.1152
H 17.413 0.851 -10.240  0.1273
H 16.273 2.177 -10.185  0.0950
H 17.878 2.425 -10.903  0.1056

Formula: C26H23F6N3O7RhS2Te
Source: OMol25
Level of theory: ωB97M-V with the def2-TZVPD basis set

LUMO, eV: 1.4
Kohn-Sham gap, eV: 6.40
Spin multiplicity: 1
HOMO energy, eV: -5.020
Relative energy (zero: lowest compared OMol25 entry of this formula, charge and spin), kcal/mol: 44.12
Charge: -1

Each line ends with the natural charge from an NBO analysis.
Geometry (Å):
Rh 0.956 0.482 0.413  0.9271
C 1.137 1.806 -3.405  -0.2470
O 1.276 0.598 -4.157  -0.5283
C 0.668 -0.517 -3.664  0.3005
C 0.117 -1.395 -4.570  -0.2515
C -0.528 -2.562 -4.145  -0.2641
C -0.644 -2.804 -2.798  -0.1811
C -0.072 -1.932 -1.860  -0.2125
C -0.304 -2.174 -0.463  0.1519
N 0.032 -1.424 0.517  -0.2169
N -0.322 -1.867 1.770  -0.4343
C -0.083 -0.985 2.684  0.5493
O 0.380 0.189 2.479  -0.7240
C -0.331 -1.398 4.094  -0.0213
C 0.524 -0.937 5.089  -0.1925
C 0.351 -1.357 6.401  -0.2203
C -0.685 -2.221 6.725  -0.2150
C -1.556 -2.662 5.735  -0.2256
C -1.379 -2.254 4.421  -0.1905
C 0.680 -0.826 -2.278  0.3220
O 1.433 -0.153 -1.466  -0.7301
H 1.138 2.617 -4.132  0.1742
H 1.962 1.935 -2.709  0.1914
H 0.202 1.819 -2.845  0.1932
H 0.180 -1.142 -5.622  0.2137
H -0.957 -3.240 -4.871  0.2049
H -1.188 -3.672 -2.438  0.2013
H -0.884 -3.054 -0.198  0.1978
H 1.326 -0.262 4.818  0.2323
H 1.028 -1.009 7.172  0.2080
H -0.812 -2.557 7.747  0.2039
H -2.372 -3.326 5.992  0.2055
H -2.041 -2.591 3.634  0.2254
C 8.753 0.319 -1.076  -0.6271
C 7.321 0.208 -0.620  0.0094
C 6.643 1.306 -0.111  -0.2416
C 5.363 1.193 0.428  -0.0271
C 4.673 2.434 0.942  -0.6379
C 4.757 -0.073 0.478  -0.1991
Te 3.044 -0.377 1.695  0.2758
C 5.374 -1.167 -0.155  -0.0399
C 4.688 -2.505 -0.286  -0.6369
C 6.653 -1.008 -0.679  -0.2401
H 9.099 1.352 -1.036  0.2094
H 8.881 -0.048 -2.097  0.2131
H 9.399 -0.278 -0.429  0.2135
H 7.121 2.282 -0.128  0.1974
H 5.140 3.334 0.539  0.2095
H 4.716 2.479 2.032  0.2296
H 3.620 2.440 0.665  0.2282
H 3.643 -2.373 -0.563  0.2397
H 4.707 -3.050 0.659  0.2211
H 5.181 -3.114 -1.046  0.2037
H 7.137 -1.862 -1.145  0.1961
F -2.903 0.757 1.117  -0.3162
C -2.417 1.908 1.594  0.7475
F -3.415 2.778 1.672  -0.3039
F -1.934 1.681 2.799  -0.2954
S -1.139 2.537 0.348  2.2111
O -1.040 1.449 -0.610  -0.9439
O -1.654 3.782 -0.122  -0.8994
N 0.294 2.656 1.087  -1.2441
S 0.390 3.843 2.194  2.2415
O 1.369 4.815 1.820  -0.9181
O -0.908 4.271 2.633  -0.9341
C 1.147 3.081 3.699  0.7342
F 2.259 2.423 3.409  -0.3052
F 0.316 2.300 4.367  -0.2983
F 1.464 4.121 4.485  -0.3204

Formula: C15H19BCl18F11O2S
Source: OMol25
Level of theory: ωB97M-V with the def2-TZVPD basis set

LUMO, eV: 1.9
Kohn-Sham gap, eV: 6.88
Spin multiplicity: 1
HOMO energy, eV: -4.974
Charge: -1

Each line ends with the natural charge from an NBO analysis.
Geometry (Å):
F 5.375 1.643 3.145  -0.4034
C 4.212 1.213 2.468  0.0600
C 4.446 1.144 0.966  -0.4411
C 4.059 -0.226 0.378  -0.6854
B 2.454 -0.253 0.181  0.6329
O 1.856 -1.293 -0.724  -0.7247
C 0.499 -1.258 -0.372  -0.1243
C 0.411 -0.665 1.060  0.5853
F -0.200 0.605 1.027  -0.4071
C -0.346 -1.520 2.062  -0.4379
C -1.820 -1.826 1.789  -0.4703
C -2.807 -0.677 1.991  0.6432
F -3.895 -1.136 2.678  -0.3392
F -2.279 0.316 2.727  -0.3092
C -3.357 -0.136 0.627  0.4808
F -4.221 -1.060 0.159  -0.3154
F -2.374 -0.010 -0.257  -0.2871
S -4.269 1.547 0.660  2.3563
F -2.908 2.262 1.024  -0.4485
F -4.634 1.391 2.197  -0.4615
F -5.674 0.898 0.286  -0.4634
F -3.982 1.758 -0.890  -0.4599
F -4.977 2.965 0.679  -0.4543
O 1.711 -0.550 1.463  -0.7168
H 3.957 0.234 2.876  0.1598
H 3.419 1.908 2.740  0.1578
H 5.489 1.421 0.780  0.2011
H 3.831 1.907 0.484  0.2079
H 4.583 -0.397 -0.564  0.2075
H 4.360 -0.991 1.106  0.1886
H 2.094 0.851 -0.292  -0.1767
H -0.076 -0.667 -1.096  0.1678
H 0.114 -2.285 -0.415  0.1530
H -0.202 -1.108 3.059  0.2299
H 0.183 -2.475 2.051  0.2248
H -1.952 -2.256 0.794  0.2277
H -2.145 -2.589 2.498  0.2363
C -0.935 -2.227 -3.735  -0.2857
Cl -0.415 -0.546 -3.807  0.0221
Cl 0.434 -3.271 -3.373  0.0344
Cl -2.219 -2.419 -2.531  0.0005
H -1.343 -2.510 -4.696  0.2254
C 1.832 5.209 1.827  -0.2903
Cl 1.582 3.505 1.527  0.0793
Cl 1.528 5.623 3.525  -0.0106
Cl 3.462 5.713 1.356  0.0029
H 1.129 5.773 1.228  0.2194
C 1.335 3.119 -4.682  -0.2874
Cl 2.846 2.315 -5.098  0.0246
Cl 0.113 2.829 -5.938  -0.0196
Cl 0.762 2.617 -3.102  0.0658
H 1.518 4.185 -4.656  0.2222
C -0.382 -6.445 -0.486  -0.2839
Cl -0.635 -4.810 0.110  0.0340
Cl -1.747 -6.970 -1.481  0.0045
Cl 1.130 -6.565 -1.384  0.0226
H -0.318 -7.111 0.364  0.2226
C -2.634 0.082 -6.828  -0.2864
Cl -3.691 -0.638 -5.616  0.0257
Cl -1.314 -1.012 -7.233  0.0184
Cl -3.543 0.538 -8.273  0.0069
H -2.202 0.979 -6.404  0.2360
C 0.555 0.772 5.983  -0.2871
Cl -1.130 0.248 5.918  0.0078
Cl 1.223 0.510 7.605  -0.0101
Cl 1.517 -0.027 4.756  0.0644
H 0.579 1.837 5.790  0.2271

Formula: C28H43AuN9O4S
Source: OMol25
Level of theory: ωB97M-V with the def2-TZVPD basis set

LUMO, eV: -2.9
Kohn-Sham gap, eV: 6.68
Spin multiplicity: 1
HOMO energy, eV: -9.620
Relative energy (zero: lowest compared OMol25 entry of this formula, charge and spin), kcal/mol: 0.00
Charge: +1

Each line ends with the Löwdin charge.
Geometry (Å):
Au 0.157 -0.764 0.805  0.9199
C -0.007 -4.662 2.000  -0.0379
N -1.009 -3.604 2.015  -0.1441
C -1.166 -2.929 3.294  -0.0474
C -1.416 -2.998 0.883  -0.4442
N -1.692 -1.676 0.928  -0.0615
C -2.843 -1.244 0.225  -0.2391
C -3.904 -2.120 0.128  -0.0448
C -4.979 -1.895 -0.749  -0.0691
C -4.984 -0.784 -1.535  -0.0386
C -3.996 0.217 -1.354  -0.1628
C -4.104 1.425 -2.089  -0.0404
C -3.266 2.468 -1.834  -0.0676
C -2.339 2.367 -0.783  -0.0395
C -2.205 1.218 -0.039  -0.2720
N -1.367 1.259 1.093  0.0724
C -1.671 2.058 2.071  -0.3771
N -0.682 2.488 2.919  -0.1541
C 0.703 2.325 2.542  -0.0694
C -0.913 2.625 4.348  -0.0478
N -2.928 2.521 2.373  -0.1522
C -4.121 1.774 2.025  -0.0279
C -3.156 3.912 2.722  -0.0499
C -2.957 0.048 -0.396  -0.0714
N -1.503 -3.739 -0.241  -0.1452
C -1.940 -5.127 -0.230  -0.0381
C -1.465 -3.122 -1.557  -0.0247
H 0.850 -4.340 2.596  0.0947
H 0.332 -4.844 0.984  0.0890
H -0.394 -5.589 2.424  0.0978
H -1.244 -3.685 4.075  0.0954
H -2.062 -2.317 3.285  0.0888
H -0.306 -2.286 3.506  0.0767
H -3.880 -3.043 0.696  0.1179
H -5.773 -2.627 -0.816  0.1097
H -5.768 -0.613 -2.261  0.1146
H -4.880 1.503 -2.839  0.1143
H -3.346 3.390 -2.396  0.1086
H -1.745 3.228 -0.499  0.1184
H 0.806 2.454 1.467  0.0659
H 1.090 1.335 2.810  0.0687
H 1.299 3.081 3.056  0.0938
H -1.962 2.465 4.576  0.0863
H -0.622 3.618 4.699  0.0934
H -0.324 1.883 4.895  0.0920
H -3.904 0.708 2.008  0.0921
H -4.537 2.066 1.056  0.0959
H -4.873 1.957 2.795  0.0966
H -2.210 4.436 2.824  0.0885
H -3.709 3.997 3.661  0.0917
H -3.740 4.400 1.936  0.0948
H -2.190 -5.437 0.781  0.0908
H -1.174 -5.793 -0.631  0.0970
H -2.836 -5.216 -0.849  0.0996
H -0.953 -2.164 -1.505  0.0748
H -2.470 -2.966 -1.957  0.0954
H -0.911 -3.780 -2.226  0.0999
C 4.793 -0.001 -6.069  -0.1054
C 5.538 0.389 -4.798  -0.2991
S 4.384 0.950 -3.575  0.6388
O 3.781 2.182 -4.018  -0.3022
O 3.518 -0.144 -3.193  -0.3080
C 5.385 1.316 -2.141  -0.2046
C 4.515 2.009 -1.095  -0.1180
N 3.775 1.064 -0.256  0.0677
C 2.445 0.854 -0.330  -0.3127
N 2.086 -0.099 0.530  -0.0717
C 3.206 -0.521 1.179  -0.0213
C 4.255 0.195 0.705  -0.1268
N 5.619 0.109 1.137  -0.3298
O 5.859 -0.702 2.002  0.1171
O 6.432 0.847 0.607  0.0909
C 1.517 1.589 -1.226  0.0139
H 5.510 -0.342 -6.813  0.0843
H 4.252 0.851 -6.477  0.0824
H 4.087 -0.807 -5.874  0.0805
H 6.234 1.211 -4.967  0.1093
H 6.073 -0.455 -4.359  0.1095
H 6.213 1.962 -2.431  0.1224
H 5.786 0.371 -1.785  0.1053
H 3.772 2.629 -1.593  0.1134
H 5.122 2.652 -0.465  0.1341
H 3.204 -1.286 1.934  0.1276
H 1.568 2.664 -1.049  0.1021
H 0.498 1.262 -1.028  0.0528
H 1.761 1.386 -2.269  0.0791

Formula: C4H10NS
Source: OMol25
Level of theory: ωB97M-V with the def2-TZVPD basis set

LUMO, eV: 3.7
Kohn-Sham gap, eV: 5.89
Spin multiplicity: 1
HOMO energy, eV: -2.231
Relative energy (zero: lowest compared OMol25 entry of this formula, charge and spin), kcal/mol: 9.78
Charge: -1

Each line ends with the natural charge from an NBO analysis.
Geometry (Å):
C -1.230 1.128 -1.464  -0.4223
N -0.774 -0.265 -1.567  -0.6441
C -0.261 -0.852 -0.289  -0.2167
C 0.477 0.100 0.652  -0.4441
C 1.144 -0.659 1.799  -0.5139
S 2.174 0.415 2.862  -0.7329
H -1.566 1.279 -0.443  0.1983
H -2.121 1.258 -2.088  0.1744
H -0.479 1.885 -1.664  0.1767
H -0.066 -0.301 -2.284  0.3376
H 0.492 -1.595 -0.533  0.1875
H -1.168 -1.293 0.115  0.1726
H -0.072 0.958 1.042  0.2014
H 1.301 0.542 0.075  0.1911
H 1.783 -1.437 1.402  0.1686
H 0.367 -1.162 2.386  0.1659